# 1
# C7H20BClN2O4

A 2-piece molecular cluster, C7H20BClN2O4 overall (ωB97M-V/def2-TZVPD, the Open Molecules 2025 dataset).

The frontier orbital gap comes out at 9.926 eV. Its HOMO energy is -9.5 eV. As for the LUMO energy: 0.4 eV.

ORCA input file:
```
! wB97M-V def2-TZVPD RIJCOSX def2/J DEFGRID3
* xyz 0 1
C 3.1218 -1.9859 -1.2799
O 2.6179 -3.2210 -1.7460
C 1.3767 -3.5708 -1.1956
C 0.0976 -3.0709 -1.9418
N -0.6162 -4.1919 -2.4699
Cl 0.5821 -1.8859 -3.2781
B -0.9145 -2.2030 -1.0495
O -2.0654 -1.7129 -1.6406
O -0.6870 -2.0389 0.2792
H 2.3522 -1.2105 -1.2553
H 3.9069 -1.6719 -1.9637
H 3.5413 -2.1017 -0.2738
H 1.3181 -3.2375 -0.1558
H 1.3204 -4.6571 -1.2096
H -0.2002 -4.5472 -3.3242
H -1.5806 -3.9546 -2.6712
H -1.9493 -0.9967 -2.2742
H -0.9744 -1.1702 0.5947
C -2.1671 2.3045 0.2287
O -1.1041 1.5147 0.7281
C 0.1298 2.1873 0.9196
C 0.2386 2.9750 2.2285
C -0.5530 4.2782 2.2400
N -0.1235 2.1871 3.4054
H -1.7969 3.0711 -0.4590
H -2.7314 2.7893 1.0281
H -2.8407 1.6390 -0.3103
H 0.8866 1.3989 0.9317
H 0.3364 2.8346 0.0570
H 1.2996 3.2287 2.3283
H -1.6168 4.0916 2.3918
H -0.2148 4.9084 3.0611
H -0.4303 4.8300 1.3064
H 0.4938 1.3877 3.4989
H -1.0536 1.8025 3.2710
*
```

# 2
# C2H5NO2S

One molecule with the formula C2H5NO2S at a distorted geometry (ωB97M-V/def2-TZVPD, the Open Molecules 2025 dataset).

Its energy above the lowest of the compared OMol25 structures with the same formula, charge and spin is 15.18 kcal/mol. The frontier orbital gap (spin up / spin down) comes out at 6.939 / 7.397 eV. Its HOMO energy (spin up / spin down) is -6.4 / -10.1 eV. As for the LUMO energy (spin up / spin down): 0.5 / -2.7 eV.

ORCA input file:
```
! wB97M-V def2-TZVPD RIJCOSX def2/J DEFGRID3
* xyz 0 3
C -0.7714 -0.9245 0.3220
C -1.1562 -0.3593 -0.9697
N 1.4320 0.0315 1.5052
O -1.4316 -0.7882 1.3713
O 1.5836 -1.1722 -0.8857
S 1.1261 -1.3536 0.4734
H -0.4857 -0.5352 -1.7074
H -2.0840 -0.6880 -1.2165
H -1.2860 0.7354 -0.8641
H 0.8265 -0.1469 2.2903
H 2.2418 0.4813 1.7697
*
```

# 3
# C4H4FIO

One molecule with the formula C4H4FIO at a distorted geometry (ωB97M-V/def2-TZVPD, the Open Molecules 2025 dataset).

Its energy above the lowest of the compared OMol25 structures with the same formula, charge and spin is 0.00 kcal/mol. The frontier orbital gap comes out at 10.236 eV. Its HOMO energy is -9.7 eV. As for the LUMO energy: 0.5 eV.

ORCA input file:
```
! wB97M-V def2-TZVPD RIJCOSX def2/J DEFGRID3
* xyz 0 1
O 2.0805 -0.7288 -0.1222
C 1.4522 0.2450 -0.3806
I 2.4446 1.9591 -1.2012
C 0.0226 0.4365 -0.2823
C -0.9553 -0.6717 -0.3172
C -0.6882 -0.2636 1.0572
F -1.6359 0.4664 1.6851
H -0.3918 1.4663 -0.5159
H -1.7526 -0.4373 -0.9304
H -0.4814 -1.4958 -0.6582
H -0.0947 -0.9761 1.6658
*
```

# 4
# C16H35Cl2FO15S4

A 5-piece molecular cluster, C16H35Cl2FO15S4 overall at a distorted geometry (ωB97M-V/def2-TZVPD, the Open Molecules 2025 dataset).

The frontier orbital gap comes out at 8.821 eV. Its HOMO energy is -9.6 eV. As for the LUMO energy: -0.8 eV.

ORCA input file:
```
! wB97M-V def2-TZVPD RIJCOSX def2/J DEFGRID3
* xyz 0 1
C -1.7970 3.7247 -5.0786
C -2.8109 2.5576 -5.5007
Cl -2.2379 1.2343 -6.6447
C -4.1296 2.5698 -4.9370
Cl -5.2887 1.2164 -5.3782
O -4.4411 3.6406 -4.0353
C -5.0345 4.7535 -4.6999
O -6.1174 5.1827 -4.2202
O -4.4799 5.4580 -5.8211
F -4.6724 4.7838 -6.9921
H -2.1060 4.7672 -5.4276
H -0.7332 3.5416 -5.4933
H -1.7993 3.7622 -3.9220
C 2.0997 -2.8332 -3.3669
C 0.7915 -2.8158 -4.1363
O -0.3180 -2.5007 -3.2913
S -0.4932 -0.9754 -2.7861
C -2.1126 -1.1419 -2.0935
O -0.5628 -0.1086 -3.9323
O 0.4322 -0.7316 -1.7060
H 2.3506 -1.8394 -2.9916
H 2.9218 -3.1652 -4.0047
H 2.0288 -3.4976 -2.5017
H 0.8387 -2.1221 -4.9810
H 0.6079 -3.8118 -4.5485
H -2.8210 -1.3580 -2.8922
H -2.3638 -0.1956 -1.6127
H -2.0997 -1.9408 -1.3527
C -1.5650 3.7819 3.0219
C -1.4151 3.4562 1.5468
O -0.4420 2.4332 1.3248
S -0.8220 0.9103 1.7123
C 0.5662 0.1214 0.9538
O -2.0185 0.5322 1.0033
O -0.7065 0.7501 3.1415
H -1.9701 2.9328 3.5753
H -2.2418 4.6271 3.1660
H -0.5947 4.0226 3.4635
H -2.3753 3.1739 1.1044
H -1.0681 4.3487 1.0189
H 0.5088 0.2612 -0.1272
H 0.5162 -0.9399 1.1989
H 1.4821 0.5516 1.3586
C 8.9456 -2.3506 -1.2450
C 8.4040 -3.6216 -1.8735
O 7.2448 -4.1007 -1.1885
S 5.8506 -3.3057 -1.3835
C 4.7943 -4.4889 -0.5991
O 5.5332 -3.2571 -2.7875
O 5.8726 -2.1185 -0.5686
H 8.2390 -1.5254 -1.3501
H 9.8819 -2.0506 -1.7213
H 9.1192 -2.4937 -0.1756
H 8.1881 -3.4767 -2.9362
H 9.1640 -4.4048 -1.8039
H 4.7899 -5.4069 -1.1852
H 3.7921 -4.0610 -0.5621
H 5.1568 -4.6703 0.4122
C -1.4632 -0.2489 5.7693
C -2.9542 -0.0717 5.5537
O -3.6989 -0.3147 6.7511
S -3.6499 0.7922 7.9276
C -4.9394 0.1182 8.9348
O -4.0853 2.0574 7.3967
O -2.4071 0.6586 8.6431
H -1.0712 0.5015 6.4586
H -0.9219 -0.1503 4.8247
H -1.2505 -1.2296 6.2036
H -3.1810 0.9225 5.1574
H -3.2950 -0.7989 4.8115
H -5.8834 0.1820 8.3954
H -4.9869 0.7114 9.8483
H -4.6945 -0.9154 9.1771
*
```

# 5
# C5H5NO

One molecule with the formula C5H5NO at a distorted geometry (ωB97M-V/def2-TZVPD, the Open Molecules 2025 dataset).

Its energy above the lowest of the compared OMol25 structures with the same formula, charge and spin is 27.31 kcal/mol. The frontier orbital gap comes out at 8.757 eV. Its HOMO energy is -8.9 eV. As for the LUMO energy: -0.1 eV.

ORCA input file:
```
! wB97M-V def2-TZVPD RIJCOSX def2/J DEFGRID3
* xyz 0 1
O 1.4703 0.5894 2.1487
C 0.9528 -0.4727 1.4964
C 0.3446 -0.2420 0.2759
C -0.3280 -1.0676 -0.6712
C -1.0462 -0.2532 -1.4792
C -0.7265 1.0970 -1.0226
N 0.0510 1.1029 -0.0117
H 1.1843 1.3785 1.6498
H 1.2482 -1.4014 1.9007
H -0.1922 -2.1529 -0.5603
H -1.7404 -0.5843 -2.2824
H -1.2178 2.0061 -1.4440
*
```